1 | Formula: C2H7O2
Source: the OMol25 dataset
Level of theory: ωB97M-V/def2-TZVPD

- Orbital gap: 10.2 eV
- LUMO energy: -6.3 eV
- E_HOMO: -16.57 eV

```
! wB97M-V def2-TZVPD RIJCOSX def2/J DEFGRID3
* xyz 1 1
O -1.3219 1.1060 -0.7071
H -1.4693 1.8567 -1.3061
H -1.1412 -0.4385 1.2127
H -2.1981 0.6848 -0.6663
C -0.0909 -0.6973 1.3140
C 0.6614 0.0019 0.2854
O 1.0713 -0.6521 -0.7559
H 0.2536 -0.3446 2.2928
H 0.1295 -1.7542 1.2491
H 0.8319 1.0744 0.2783
H 2.0393 -0.8087 -0.8123
*
```

---

2 | Formula: C2H7O2
Source: the OMol25 dataset
Level of theory: ωB97M-V/def2-TZVPD

- Orbital gap: 7.3 eV
- LUMO energy: -6.6 eV
- E_HOMO: -13.87 eV

```
! wB97M-V def2-TZVPD RIJCOSX def2/J DEFGRID3
* xyz 1 1
O -1.0486 -0.9225 -4.1454
H -0.1198 -1.1912 -4.4906
H -1.3036 0.3318 1.9824
H -1.4931 -1.7624 -4.0981
C -0.3217 0.9752 1.8860
C 0.8676 0.2343 1.6358
O 1.0854 -0.1983 0.4359
H -0.7909 1.6614 1.1707
H -0.4748 1.2707 3.0112
H 1.5831 0.0940 2.4587
H 2.0164 -0.4929 0.1534
*
```

---

Verdict on stability: 2 comes out at the bottom.

---

1 | Formula: C2HCl2N3
Source: the OMol25 dataset
Level of theory: ωB97M-V/def2-TZVPD

- Orbital gap: 9.5 eV
- LUMO energy: -1.1 eV
- E_HOMO: -10.59 eV

```
! wB97M-V def2-TZVPD RIJCOSX def2/J DEFGRID3
* xyz 0 1
C -0.0863 0.3726 0.2909
C -1.9407 0.3304 -0.1545
N -0.0076 1.4301 0.8902
N -2.1354 1.6064 0.3073
N -1.2376 2.2077 0.8179
Cl -2.3989 -0.8542 1.1981
Cl -2.8056 -0.1326 -1.6183
H 0.7467 -0.2682 0.2057
*
```

---

2 | Formula: C2HCl2N3
Source: the OMol25 dataset
Level of theory: ωB97M-V/def2-TZVPD

- Orbital gap: 9.8 eV
- Structure (SMILES): ClC1(Cl)C=NN=N1
- LUMO energy: -0.9 eV
- E_HOMO: -10.65 eV

```
! wB97M-V def2-TZVPD RIJCOSX def2/J DEFGRID3
* xyz 0 1
Cl -1.1854 -1.0483 1.5740
C -0.6485 -0.3651 0.0156
Cl -1.2050 -1.1322 -1.3719
C 1.0273 -0.2264 -0.0843
N 1.2564 0.9981 0.0000
N 0.0437 1.7258 0.0996
N -0.9493 1.0590 -0.0078
H 1.6609 -1.0108 -0.2253
*
```

---

Verdict on stability: 1 comes out at the bottom.

---

1 | Formula: CH2O2S
Source: the OMol25 dataset
Level of theory: ωB97M-V/def2-TZVPD

- Orbital gap: 10.8 eV
- Structure (SMILES): O=C(O)S
- LUMO energy: 0.2 eV
- E_HOMO: -10.52 eV

```
! wB97M-V def2-TZVPD RIJCOSX def2/J DEFGRID3
* xyz 0 1
O -1.1797 -1.0800 0.0128
C -0.4415 -0.0878 0.0347
O -1.1086 1.0588 -0.0730
S 1.3274 -0.0866 -0.0241
H -1.9868 0.7435 0.2836
H 1.7032 1.3399 0.3757
*
```

---

2 | Formula: CH2O2S
Source: the OMol25 dataset
Level of theory: ωB97M-V/def2-TZVPD

- Orbital gap: 10.8 eV
- Structure (SMILES): O=C(O)S
- LUMO energy: 0.5 eV
- E_HOMO: -10.29 eV

```
! wB97M-V def2-TZVPD RIJCOSX def2/J DEFGRID3
* xyz 0 1
O -0.9605 0.8917 0.8819
C -0.4785 0.1643 0.0716
O -1.1740 -0.5701 -0.8082
S 1.2945 -0.1301 0.0369
H -2.1257 -0.3476 -0.7028
H 1.3604 -1.1289 -0.9064
*
```

---

Verdict on stability: 1 comes out at the bottom.